Entry 1:
This record from the Open Molecules 2025 dataset describes a cluster of 2 separate species, C3H3N2O3 in total. The level of theory is ωB97M-V with the def2-TZVPD basis set.

## Properties
ΔE to the lowest compared entry with this formula, charge and spin   27.5 kcal/mol
Orbital gap (alpha / beta)   6.48 / 6.71 eV
Lowest unoccupied orbital energy (alpha / beta)   4.033 / 2.393 eV
Calculated total energy   -451.2239 Ha

ORCA input file:
```
! wB97M-V def2-TZVPD RIJCOSX def2/J DEFGRID3
* xyz -1 3
C 2.4841 0.9745 -0.2109
C 2.1642 -1.1986 -0.1572
C 0.6988 -0.9978 0.1618
N 0.3520 0.2861 0.0293
N 1.3202 1.2851 0.0034
O 2.9411 -2.0947 -0.3194
O -0.0848 -1.9452 0.2921
O -2.1904 -0.1011 -0.6587
H 3.3669 1.6871 -0.5124
H -1.2552 0.1143 -0.7070
H -2.3240 -0.9588 -0.3883
*
```

=====

Entry 2:
This record from the Open Molecules 2025 dataset describes a cluster of 6 separate species, C20H40Br4O8 in total. The level of theory is ωB97M-V with the def2-TZVPD basis set.

## Properties
ΔE to the lowest compared entry with this formula, charge and spin   0.0 kcal/mol
Orbital gap   10.21 eV
SMILES   CCOC(C)=O.CCOC(C)=O.CCOC(C)=O.CCOC(C)=O.BrCCBr.BrCCBr
Lowest unoccupied orbital energy   0.139 eV
Calculated total energy   -11683.9826 Ha

ORCA input file:
```
! wB97M-V def2-TZVPD RIJCOSX def2/J DEFGRID3
* xyz 0 1
C -24.9911 -10.9333 8.1717
C -24.4585 -11.2281 9.5737
O -24.0374 -12.6174 9.7353
C -22.7586 -13.0034 9.3838
C -22.5214 -14.4827 9.5638
O -21.9157 -12.2234 9.0213
H -24.9644 -9.8643 7.9602
H -25.9826 -11.2898 7.8928
H -24.2185 -11.3336 7.5152
H -23.5411 -10.6769 9.7799
H -25.1497 -10.9721 10.3767
H -22.8163 -15.0947 8.7114
H -23.1057 -14.7119 10.4549
H -21.4480 -14.6041 9.7092
C -12.8410 -13.1399 13.9302
C -12.0981 -14.2599 13.1805
O -12.5456 -15.5420 13.5159
C -13.8054 -15.9718 13.3216
C -13.9455 -17.3760 14.0424
O -14.6991 -15.4326 12.7142
H -13.6763 -12.9537 13.2553
H -12.2005 -12.2636 13.8307
H -13.1344 -13.3461 14.9596
H -12.0965 -14.0734 12.1065
H -11.0397 -14.4436 13.3652
H -13.6217 -18.1407 13.3363
H -14.9825 -17.6104 14.2827
H -13.3222 -17.3677 14.9366
C -17.6391 2.8702 11.5192
C -18.9953 2.9189 10.8800
O -19.6574 1.7978 11.2885
C -19.3461 0.5727 10.7337
C -20.1276 -0.5375 11.3780
O -18.4274 0.3838 9.9975
H -17.7242 3.1684 12.5642
H -17.1163 3.8001 11.2954
H -17.1386 1.9173 11.3469
H -19.5236 3.8128 11.2116
H -18.9568 2.8988 9.7908
H -19.7468 -0.7178 12.3833
H -19.7411 -1.4123 10.8550
H -21.2168 -0.5101 11.4089
C -26.3904 -13.5381 18.5648
C -25.7103 -14.0248 17.3655
O -24.2557 -13.8812 17.3630
C -23.6586 -12.8927 16.5915
C -22.1178 -12.8270 16.6108
O -24.2171 -12.1159 15.8832
H -26.0963 -14.2524 19.3338
H -27.4663 -13.5505 18.3905
H -25.9626 -12.5561 18.7665
H -25.8761 -15.0986 17.2789
H -26.1826 -13.6043 16.4778
H -21.7351 -12.8023 17.6311
H -21.8360 -11.8871 16.1363
H -21.6047 -13.6297 16.0813
Br -23.8552 -0.8139 19.8931
C -23.4697 -1.8109 18.1088
C -22.1175 -2.4612 18.0696
Br -21.8518 -3.7303 19.6292
H -23.5231 -1.0258 17.3546
H -24.2139 -2.5955 17.9715
H -21.2708 -1.7754 18.1006
H -21.9865 -2.9684 17.1138
Br -17.4829 -8.6997 14.2637
C -18.7568 -8.2153 12.7418
C -19.4054 -6.9243 12.9624
Br -21.0373 -6.6972 11.8343
H -19.4928 -9.0057 12.5946
H -18.1849 -8.1357 11.8173
H -18.6628 -6.1619 12.7269
H -19.7317 -6.8954 14.0020
*
```

=====

Entry 3:
This record from the Open Molecules 2025 dataset describes a cluster of 2 separate species, C12H22N in total. The level of theory is ωB97M-V with the def2-TZVPD basis set.

## Properties
ΔE to the lowest compared entry with this formula, charge and spin   2.6 kcal/mol
Orbital gap (alpha / beta)   6.84 / 5.73 eV
Lowest unoccupied orbital energy (alpha / beta)   -3.036 / -6.929 eV
Calculated total energy   -524.7384 Ha

ORCA input file:
```
! wB97M-V def2-TZVPD RIJCOSX def2/J DEFGRID3
* xyz 1 3
C -1.0228 -0.0007 0.8449
C -1.5635 1.1994 0.7156
C 2.3315 -2.4374 -0.3192
C 1.8362 -1.1355 -0.7613
C -1.9931 1.7074 -0.6206
C -2.2411 0.4556 -1.5301
C -0.9355 -0.4137 -1.6090
C -0.5773 -0.8033 -0.2327
C -1.9148 2.1893 1.8362
C 1.4128 1.3115 -0.4499
C 1.8321 -0.2079 1.5174
C 1.5420 -0.0723 0.0511
N -0.6156 -2.1737 0.0560
H -0.7558 -0.4767 1.8310
H 1.4751 -2.9746 0.0626
H 2.7136 -2.8981 -1.1441
H 1.6842 -0.9477 -1.8624
H -2.8888 2.1387 -0.4186
H -1.1954 2.3711 -0.9668
H -3.1256 -0.0860 -1.2509
H -2.4349 0.9109 -2.4653
H -1.1615 -1.3333 -2.2676
H -0.1846 0.1695 -2.1612
H -1.4508 1.9767 2.7338
H -2.9474 2.1705 1.7774
H -1.6147 3.1648 1.4362
H 0.3900 1.6566 -0.9627
H 2.0730 1.6398 -1.2360
H 1.5639 2.0103 0.3149
H 2.1323 -1.2090 1.7630
H 2.6984 0.4216 1.8566
H 0.9657 0.1785 2.0404
H 3.1682 -2.4714 0.3377
H -1.0085 -2.8889 -0.5231
H -0.5780 -2.4476 1.0332
*
```

=====

Entry 4:
This record from the Open Molecules 2025 dataset describes a cluster of 2 separate species, C3H10NOS in total. The level of theory is ωB97M-V with the def2-TZVPD basis set.

## Properties
ΔE to the lowest compared entry with this formula, charge and spin   56.3 kcal/mol
Orbital gap   5.81 eV
Lowest unoccupied orbital energy   3.477 eV
Calculated total energy   -648.4419 Ha

ORCA input file:
```
! wB97M-V def2-TZVPD RIJCOSX def2/J DEFGRID3
* xyz -1 1
C -1.4172 -0.0050 -1.0795
N -0.5230 0.2105 0.0273
C 0.1674 -1.0631 0.6280
C 1.4112 -1.2477 -0.2987
S 2.3875 -2.5923 0.4532
H -1.7702 -1.0985 -0.8951
H -0.7969 -0.0568 -2.1433
H -2.2739 0.8480 -1.0663
H 0.1984 0.8264 -0.0931
H 0.4261 -0.6787 1.6022
H -0.5196 -1.8508 0.4579
H 2.0336 -0.3497 -0.2025
H 1.2803 -1.4277 -1.3575
H 0.5942 3.0046 1.5377
H -0.8332 2.5401 0.8277
O -0.3648 2.9407 1.6021
*
```

=====

Entry 5:
This record from the Open Molecules 2025 dataset describes a cluster of 2 separate species, C4H10N2O2 in total. The level of theory is ωB97M-V with the def2-TZVPD basis set.

## Properties
ΔE to the lowest compared entry with this formula, charge and spin   175.2 kcal/mol
Orbital gap   4.64 eV
Lowest unoccupied orbital energy   -4.335 eV
Calculated total energy   -418.1818 Ha

ORCA input file:
```
! wB97M-V def2-TZVPD RIJCOSX def2/J DEFGRID3
* xyz 0 1
C 0.5050 0.8465 -0.3939
N -0.4180 1.8721 -0.5947
C -0.5908 2.6747 0.4822
O -0.1722 2.5053 1.6217
C -0.1128 -0.2757 0.5906
C 0.9287 -1.3506 0.9264
O 0.1248 -1.9405 -2.0013
N -1.2375 -0.8752 -0.0471
H 0.7674 0.3330 -1.3218
H 1.4224 1.1995 0.1028
H -1.8430 -0.1321 -0.3838
H -1.2453 3.5350 0.2597
H -0.4932 0.2290 1.4878
H 0.4859 -2.0586 1.6287
H 1.8098 -0.8883 1.3673
H 1.1521 -1.8886 0.0130
H -0.1400 -2.3578 -2.8251
H -0.9432 -1.4277 -0.9125
*
```

=====

Entry 6:
This record from the Open Molecules 2025 dataset describes a cluster of 2 separate species, C29H52BrF4O7P in total. The level of theory is ωB97M-V with the def2-TZVPD basis set.

## Properties
Orbital gap   9.37 eV
SMILES   CCCCCC[C@]1(CCP(=O)(OCC)OCC)OC(=O)[C@](C[C@H](C)F)([C@H](Br)CC)[C@@H]1C[C@H](O)C(F)(F)F.C1CCOC1
Lowest unoccupied orbital energy   0.217 eV
Calculated total energy   -4977.2479 Ha

ORCA input file:
```
! wB97M-V def2-TZVPD RIJCOSX def2/J DEFGRID3
* xyz 0 1
C 0.2308 -4.9918 4.7606
C 1.0494 -4.0525 3.6952
C 0.6693 -4.2937 2.1191
C -0.4981 -3.2327 1.6743
C 0.0587 -2.0164 0.6688
C -0.4717 -0.6139 1.3887
C -0.1617 0.7424 0.5313
C -1.6462 1.5071 0.6510
C -2.7335 0.9894 -0.4654
P -4.4414 0.6435 0.4076
O -4.2449 -0.4464 1.5763
O -5.5073 0.0571 -0.8361
C -6.6178 -0.7439 -0.3034
C -7.2718 -1.5601 -1.6089
O -5.0255 2.0852 1.2000
C -6.2787 1.8515 1.9334
C -6.2322 2.8005 3.3033
O 0.2561 0.2271 -0.7827
C 1.4753 0.8708 -1.3773
O 2.0607 0.3745 -2.4672
C 1.8370 2.2456 -0.4902
C 0.6675 3.2649 -1.0926
C 1.1217 4.1835 -2.3631
C 1.8025 3.3844 -3.6191
F 1.9913 5.3471 -2.0228
C 3.3798 2.7916 -0.5276
Br 4.7647 1.2975 -0.6935
C 3.7530 3.8410 0.7213
C 4.2473 5.3235 0.1887
C 1.1837 1.6637 0.9156
C 2.1068 1.2305 2.1819
C 3.0223 -0.1095 2.0225
O 2.3488 -1.2216 2.7766
C 4.5087 -0.0170 2.7835
F 5.2128 1.2594 2.5835
F 4.1818 -0.0913 4.2569
F 5.3525 -1.2353 2.5200
H -0.4653 -4.2720 5.4105
H -0.4510 -5.8140 4.2752
H 1.0096 -5.4410 5.5410
H 2.2021 -4.2629 3.8285
H 0.7668 -2.9275 3.9573
H 0.1970 -5.3878 2.0489
H 1.5931 -4.3062 1.3860
H -0.9884 -2.7882 2.6435
H -1.3348 -3.8551 1.0954
H -0.4947 -2.2310 -0.3674
H 1.2345 -2.0418 0.5636
H -0.1486 -0.5408 2.5354
H -1.6584 -0.7433 1.4349
H -1.5496 2.6808 0.4952
H -2.1195 1.3683 1.7290
H -2.3546 -0.0540 -0.8978
H -2.8360 1.8115 -1.3153
H -6.3036 -1.5876 0.4538
H -7.4134 -0.0116 0.1581
H -7.2035 -0.8955 -2.5680
H -6.6566 -2.5592 -1.8262
H -8.3836 -1.8178 -1.3090
H -6.4568 0.7477 2.2781
H -7.2061 2.1496 1.2614
H -6.8244 3.7869 3.0428
H -5.1461 3.1217 3.5996
H -6.7407 2.2800 4.2344
H -0.2977 2.6724 -1.4723
H 0.2502 4.0176 -0.2714
H 0.1175 4.6667 -2.7933
H 2.0221 4.1941 -4.4678
H 0.9468 2.6909 -4.0799
H 2.7365 2.7318 -3.3553
H 3.6296 3.4422 -1.4991
H 4.7219 3.3594 1.2261
H 2.8778 3.9472 1.4945
H 5.2467 5.6622 0.7363
H 3.4124 6.1027 0.4890
H 4.4671 5.3789 -0.9589
H 0.6288 2.6277 1.3541
H 2.7951 2.0801 2.6291
H 1.3402 0.9858 3.0672
H 3.1140 -0.5228 0.9132
H 2.7581 -2.0423 2.3735
C 3.1227 -2.7532 -4.7164
C 2.4326 -2.9869 -6.0354
C 1.4482 -4.0824 -5.6882
O 1.0921 -3.9006 -4.3108
C 1.9930 -2.9481 -3.7291
H 3.5949 -1.7709 -4.6354
H 3.8924 -3.5182 -4.5595
H 1.8929 -2.0815 -6.3371
H 3.1127 -3.2651 -6.8445
H 1.9045 -5.0730 -5.7875
H 0.5480 -4.0491 -6.3087
H 1.4383 -2.0165 -3.5722
H 2.3412 -3.3143 -2.7594
*
```